The following is a DFT calculation (wB97M-V/def2-TZVPD) of a molecular structure, C38H55IrN3O8PS2.

Each line ends with the Löwdin charge.
Positions of all 108 atoms, in Å:
Ir 0.6222 -0.2074 -1.8016  1.5636
C -1.7991 2.0657 -7.4513  -0.0424
C -1.8810 1.9979 -5.9468  -0.2479
C -0.7871 2.3514 -5.1615  -0.0049
C -0.8409 2.2630 -3.7816  -0.0425
C -2.0064 1.7926 -3.1832  -0.2871
C -3.1267 1.4596 -3.9394  -0.0469
C -3.0522 1.5672 -5.3174  -0.0282
S -2.0450 1.6097 -1.4486  0.6601
O -3.3989 1.6101 -0.9796  -0.2827
O -1.0778 2.4614 -0.8401  -0.2681
N -1.3803 0.0136 -1.2520  -0.1350
C -2.1833 -1.0775 -1.2491  -0.2116
C -3.5417 -1.1151 -1.5773  0.1061
C -4.2296 -2.4263 -1.8404  -0.3452
C -2.2307 -3.6680 -1.5141  -0.1487
C -0.8571 -4.0174 -2.0462  -0.0556
C -0.0752 -5.1248 -1.9132  -0.0137
C 1.2879 -4.9290 -1.6307  0.0065
C 1.7521 -3.6282 -1.2017  -0.0946
N 1.0091 -2.5802 -1.1988  0.1052
C -0.2824 -2.6583 -1.8287  -0.5565
H -1.0672 2.8067 -7.7739  0.0801
H -2.7658 2.3175 -7.8889  0.0779
H -1.4913 1.0993 -7.8607  0.0893
H 0.1299 2.7003 -5.6249  0.1263
H 0.0093 2.5650 -3.1859  0.0918
H -4.0439 1.1438 -3.4575  0.1068
H -3.9192 1.3134 -5.9191  0.1163
H -4.1053 -0.2065 -1.7120  0.0924
H -5.0076 -2.2317 -2.5803  0.1433
H -2.5717 -4.3596 -0.7402  0.1505
H -0.4987 -6.1257 -1.9215  0.1200
H 1.9808 -5.7600 -1.6147  0.1014
H 2.7701 -3.5166 -0.8373  0.1044
C -4.9173 -2.9462 -0.5745  -0.0213
N -3.3288 -3.4102 -2.4326  -0.1129
C -2.9768 -3.1170 -3.8298  -0.0447
C -1.5264 -2.3851 -0.8970  -0.2697
C -1.2246 -2.5136 0.5842  0.0065
O -0.2287 -1.7309 -2.8508  -0.2290
H -5.3298 -3.9362 -0.7776  0.0906
H -5.7269 -2.2769 -0.2761  0.0874
H -4.2212 -3.0171 0.2651  0.0699
H -3.9012 -2.9209 -4.3753  0.0874
H -2.5110 -3.9971 -4.2715  0.0920
H -2.2994 -2.2685 -3.9649  0.0799
H -0.8007 -3.5023 0.7862  0.1041
H -2.1286 -2.3943 1.1892  0.0915
H -0.4938 -1.7600 0.8795  0.0437
O 1.1065 0.0059 0.6095  -0.3958
P 1.2186 0.6119 1.9993  0.8357
C -0.3488 0.3129 2.8808  -0.3300
C -1.5542 0.9152 2.1183  -0.1824
C -2.0212 2.2801 2.6270  -0.1866
C -2.2804 2.2384 4.1284  -0.1967
C -0.9946 1.8724 4.8651  -0.1956
C -0.4454 0.5153 4.4104  -0.1740
C 1.5568 2.3863 1.9831  -0.3104
C 2.5787 2.8289 0.9086  -0.1805
C 3.0158 4.2635 1.1992  -0.1774
C 3.8159 4.3566 2.5108  -0.1845
C 3.3792 3.2879 3.5292  -0.1867
C 1.8938 2.9557 3.3921  -0.1857
C 2.4864 -0.2239 2.9946  -0.3329
C 2.0940 -1.6623 3.4031  -0.1771
C 2.1891 -2.6597 2.2432  -0.1924
C 3.6099 -2.6665 1.6746  -0.1970
C 4.0021 -1.2700 1.1906  -0.1784
C 3.8886 -0.2571 2.3367  -0.1694
H -0.3900 -0.7653 2.7113  0.0862
H -2.3970 0.2211 2.2135  0.1217
H -1.3172 0.9673 1.0543  0.0563
H -2.9182 2.5699 2.0748  0.1144
H -1.2683 3.0483 2.4195  0.1058
H -3.0558 1.4920 4.3444  0.1155
H -2.6553 3.2014 4.4821  0.1102
H -1.1649 1.8318 5.9430  0.1125
H -0.2645 2.6652 4.6923  0.0837
H -1.1309 -0.2521 4.7866  0.1201
H 0.5162 0.3163 4.8909  0.0967
H 0.5926 2.7866 1.6549  0.1044
H 2.1155 2.7571 -0.0706  0.0810
H 3.4561 2.1795 0.8672  0.0995
H 2.1225 4.8950 1.2596  0.1151
H 3.6084 4.6420 0.3657  0.1133
H 3.6940 5.3504 2.9480  0.1039
H 4.8812 4.2382 2.3004  0.1074
H 3.5818 3.6293 4.5454  0.1101
H 3.9656 2.3775 3.3915  0.0933
H 1.3127 3.8684 3.5523  0.1196
H 1.6007 2.2693 4.1865  0.0746
H 2.5444 0.3834 3.9038  0.1054
H 1.1061 -1.6902 3.8666  0.0935
H 2.8037 -1.9723 4.1781  0.1211
H 1.4959 -2.3699 1.4474  0.0694
H 1.9020 -3.6559 2.5905  0.1142
H 3.6986 -3.3931 0.8627  0.0820
H 4.3076 -2.9849 2.4592  0.1146
H 3.3533 -0.9694 0.3640  0.0960
H 5.0257 -1.2674 0.8129  0.1175
H 4.1886 0.7290 1.9927  0.0839
H 4.5977 -0.5404 3.1227  0.1212
O 3.9144 1.5459 -1.7596  -0.2694
S 2.7521 1.2674 -2.5385  0.3730
O 2.4658 -0.2665 -2.6093  -0.4618
O 1.4416 1.6038 -1.7089  -0.5249
O 2.6462 1.8703 -3.8366  -0.2892

spin multiplicity = 5
HOMO (spin up / spin down) = -8.2176 / -8.5755 eV
molar mass = 969.2 g/mol
energy relative to the best compared isomer or geometry (same formula, charge and spin) = 74.2 kcal per mole
LUMO (spin up / spin down) = 0.37 / -2.42 eV
electronic energy = -94944.306 eV